10
Properties=species:S:1:pos:R:3 method="wB97M-V/def2-TZVPD" total_charge=0 e_above_lowest_kj_mol=600.2 largest_force_ev_per_a=6.8
C -0.99770 0.90529 -0.31179
C -2.19658 0.19980 0.63363
N -1.66949 -0.37593 -0.34815
N 0.70514 1.18818 -0.75988
P 1.19682 -0.08892 -0.13733
H -1.37209 1.77323 -0.82322
H -2.66448 0.23431 1.53940
H 0.66662 -0.41436 1.22627
H 2.63806 -0.36764 0.01173
H 0.68409 -1.37796 -0.60163

12
Properties=species:S:1:pos:R:3 method="wB97M-V/def2-TZVPD" total_charge=0 e_above_lowest_kj_mol=471.4 largest_force_ev_per_a=3.3
C -1.59024 -0.53506 0.02207
C -1.09119 0.88916 -0.29725
O -0.34099 0.72041 -1.38894
Si 2.24390 -0.28188 0.04000
I 2.98118 -2.61414 0.44391
I 3.70695 0.82089 -1.53066
I 1.78436 0.88372 2.13271
H -2.30483 -0.65053 0.74543
H -2.02971 -1.12751 -0.73758
H -0.83971 -1.16207 0.47800
H -0.53774 1.42107 0.55623
H -1.98198 1.63594 -0.46390

59
Properties=species:S:1:pos:R:3 method="wB97M-V/def2-TZVPD" total_charge=+1 e_above_lowest_kj_mol=0.0 largest_force_ev_per_a=1.4
Pt 0.21037 -1.11755 0.75688
C 2.62111 4.60752 -3.18197
C 2.09604 3.46123 -4.03475
C 1.22372 3.90130 -5.19971
C -0.05198 4.56190 -4.69956
C -0.75758 3.67133 -3.71248
C -2.10918 3.78851 -3.49136
C -2.75383 2.95186 -2.58198
F -4.06773 3.11247 -2.39983
C -2.09187 1.98047 -1.88921
C -0.71372 1.83269 -2.10324
C 0.01874 0.80309 -1.39304
O -0.66871 0.07338 -0.58143
C 1.38773 0.68652 -1.63829
C 1.97388 1.57741 -2.52187
N 1.32186 2.52100 -3.17784
C -0.04763 2.68118 -3.00042
C 2.32945 -0.35444 -1.06947
O 3.50825 -0.26461 -1.32070
O 1.82391 -1.35141 -0.38603
H 3.18396 5.30233 -3.80489
H 3.28550 4.23460 -2.40248
H 1.80985 5.15517 -2.70180
H 2.93279 2.87752 -4.41783
H 0.97636 3.03031 -5.81101
H 1.79633 4.58500 -5.82548
H -0.72070 4.78143 -5.53136
H 0.17655 5.52031 -4.22648
H -2.69315 4.52843 -4.02409
H -2.61335 1.34113 -1.19335
H 3.04007 1.49562 -2.69252
F -0.07008 -6.61198 3.25777
C -0.26642 -5.67524 2.33315
C -1.47791 -4.99823 2.32517
C -1.67293 -4.01292 1.38194
C -0.66898 -3.71024 0.45140
C -0.78369 -2.57065 -0.43400
C 0.53680 -4.43448 0.47894
C 0.74415 -5.41979 1.41950
H -2.23526 -5.25583 3.05246
H -2.60389 -3.45981 1.36353
H -1.76661 -2.13695 -0.58131
H -0.15517 -2.58254 -1.31876
H 1.31617 -4.19767 -0.23541
H 1.66538 -5.98309 1.46568
O 0.88337 -1.69784 2.59508
C -0.23239 -1.33486 3.12291
O -1.10854 -0.91604 2.27934
C -0.48981 -1.42467 4.54970
C -1.77228 -1.16891 5.03392
C -2.01468 -1.27710 6.39105
C -0.98242 -1.63038 7.25221
C 0.29542 -1.87991 6.76637
C 0.54785 -1.78143 5.41012
H -2.55928 -0.89019 4.34639
H -3.00486 -1.08553 6.78092
H -1.17586 -1.71200 8.31369
H 1.09138 -2.15133 7.44588
H 1.53353 -1.97609 5.00995